No. 1
ORCA calculation (ωB97M-V/def2-TZVPD) on an isolated ion of composition C5H5N2 and charge +1.

Last column: Löwdin charge in e.
Atoms and positions in Å:
C  0.2292  -0.4025  -0.2857  0.0602
H  2.6988  0.7916  1.3856  0.1762
C  -2.1025  -0.9494  -0.1915  0.0256
N  1.2340  0.1279  -0.1284  0.1636
C  2.2996  0.9257  0.2425  -0.0380
H  -0.7672  -2.0754  -1.2061  0.1552
H  -2.9538  -1.5278  -0.5364  0.1423
H  3.2590  0.7837  -0.3374  0.1237
C  -0.8088  -1.2019  -0.5517  -0.0183
C  -2.3953  0.2449  0.5359  -0.1698
H  1.9215  2.0094  0.0334  0.1512
N  -2.6145  1.2738  1.0397  0.2280

2S+1: 1
SMILES string: C[N+]#C/C=C\C#N
Gap between HOMO and LUMO (Eh): 0.33800
Strongest force on any atom (eV Å⁻¹): 5.7
Charge: +1
HOMO level (eV): -15.48
Energy (eV): -8236.04576

---

No. 2
ORCA calculation (ωB97M-V/def2-TZVPD) on a 2-piece molecular cluster, C2H9NOS overall.

Last column: Löwdin charge in e.
Atoms and positions in Å:
H  -0.5516  -0.7016  -2.9595  0.0630
H  -0.0753  0.2017  2.6705  0.0317
C  0.5661  -0.5822  2.2328  -0.5017
H  -1.8815  -0.9555  -1.9786  0.0438
C  -0.7192  0.6401  -1.3296  -0.3906
H  0.9912  -0.0870  -0.8200  0.0761
H  -1.2091  0.3317  -0.3702  0.1040
O  0.6437  0.7321  -1.2169  -0.0529
H  -1.2597  1.5716  -1.4567  0.1050
N  -1.2354  -0.2936  -2.3421  0.0141
H  1.9899  1.2499  1.2437  -0.1567
S  2.2111  0.1130  1.9249  0.6309
H  0.6429  -1.3633  2.9776  0.0217
H  -0.1133  -0.8571  1.4241  0.0117

2S+1: 1
SMILES string: NCO.CS
Gap between HOMO and LUMO (Eh): 0.36181
Strongest force on any atom (eV Å⁻¹): 3.2
Charge: 0
HOMO level (eV): -9.07
Energy (eV): -16591.72073

---

No. 3
ORCA calculation (ωB97M-V/def2-TZVPD) on one molecule with the formula C4H9NO.

Last column: Löwdin charge in e.
Atoms and positions in Å:
H  2.3280  0.4829  0.1031  0.0809
C  -0.3938  -0.7886  1.7481  0.0445
N  -2.0981  -0.4273  0.0703  0.1208
H  0.7220  2.0358  -1.0679  0.1197
H  1.4565  -0.9118  -0.5573  0.0707
H  -0.1650  0.6364  -1.6980  0.1115
H  -2.3479  0.1465  -0.7193  0.0893
H  2.2717  0.2216  -1.6521  0.0766
H  -0.8785  -1.6812  2.1273  0.0549
O  -0.3525  1.0835  0.3253  -0.0812
H  -2.2749  -1.4118  -0.0556  0.0934
C  1.6952  0.1428  -0.7232  -0.0815
C  -0.9216  -0.0933  0.7384  -0.5105
H  0.5146  -0.4353  2.2180  0.0603
C  0.4444  0.9998  -0.8570  -0.2494

2S+1: 1
SMILES string: C=C(N)OCC
Gap between HOMO and LUMO (Eh): 0.33820
Strongest force on any atom (eV Å⁻¹): 0.3
Charge: 0
HOMO level (eV): -8.20
Energy (eV): -7830.67646

---

No. 4
ORCA calculation (ωB97M-V/def2-TZVPD) on a 6-piece molecular cluster, C42H54F6N9O8S2 overall.

Last column: Löwdin charge in e.
Atoms and positions in Å:
H  10.7407  0.7917  -0.4968  0.1139
C  7.5487  -1.3866  7.0331  0.0398
H  -1.8091  3.2362  -7.6732  0.1216
C  -3.6878  7.1964  -5.8272  -0.1409
H  -3.0374  -5.8927  -1.8393  0.1535
C  -5.5489  8.6453  -5.3150  0.0493
C  8.9029  0.4582  7.6485  0.0569
C  -6.1652  9.8685  -5.1701  0.0691
H  9.2595  1.0402  8.4855  0.1572
N  9.4134  0.3775  1.1127  -0.0904
C  10.2539  0.1577  3.3459  0.0581
F  -6.4383  1.1132  0.6018  0.1144
N  8.0537  -0.5272  8.0048  -0.0805
H  2.2150  -8.3367  -8.5577  0.1077
H  6.9139  -2.0878  7.5542  0.1539
C  -0.8290  -8.4256  -5.1089  -0.1153
O  2.1940  -1.3893  -2.0125  -0.1226
S  -7.7385  -1.5768  4.9384  0.4932
H  7.4692  0.4903  0.7351  0.1581
C  -5.9753  12.2791  -4.7560  0.0234
H  1.9533  -10.1382  -8.1543  0.1248
O  -8.9600  -2.2388  4.5068  -0.3030
S  -7.5087  -0.7801  2.5577  0.7088
H  -6.4788  12.2582  -3.7894  0.1259
N  1.5728  -0.9629  -0.9956  -0.6688
C  -6.0568  0.3380  1.6379  -0.6484
C  -0.6307  -7.5194  -6.1612  0.0459
O  -8.5016  0.2418  2.9645  -0.3356
C  -2.5386  6.7462  -5.2556  0.0540
C  -3.6049  -9.0575  -2.5805  0.0215
N  1.1635  -8.8007  -6.8117  -0.0947
C  8.1452  0.3158  1.5591  0.0538
H  1.0495  1.2490  6.9469  0.1340
H  9.2306  0.0888  -0.9747  0.1238
O  1.7251  0.2255  -0.6036  -0.1228
C  -4.2205  8.5516  -5.6325  -0.1419
C  7.8920  0.1834  2.9474  0.0773
H  -0.3223  -0.3214  4.8870  0.1634
H  -1.3536  2.3296  7.5734  0.0938
C  -3.4829  9.7002  -5.5654  0.0643
N  -0.9355  0.1993  5.4978  0.2517
C  -4.3533  6.2238  -6.5358  0.0559
N  -5.4053  10.9951  -5.0095  -0.0772
H  11.3897  0.5961  1.5127  0.1541
H  -0.0784  -10.1161  -3.9766  0.1391
C  -2.1254  -6.9724  -3.5674  0.0495
C  0.9348  1.7225  5.9719  -0.2408
H  3.1317  -9.0307  -7.2290  0.1177
F  -5.5839  1.1060  2.5779  0.1357
C  -2.0053  5.4767  -5.4855  0.0376
C  8.6726  -0.1915  5.3004  -0.1114
F  -6.6003  -3.9284  5.4011  0.0887
O  -8.0602  -1.8227  1.6952  -0.3274
C  -3.7863  5.0085  -6.9845  0.0920
H  -1.4194  -6.1975  -3.8269  0.1395
H  1.9734  4.7595  5.0486  0.0952
N  -2.5917  4.6621  -6.3638  -0.0878
H  1.6380  1.0991  5.4197  0.1320
N  -6.6141  -1.4723  3.8961  -0.3188
C  1.1150  -9.6116  -5.7484  0.0503
H  -4.6308  -8.4341  -0.2228  0.1220
C  -2.9262  -6.7990  -2.4160  0.0718
H  -2.6676  -10.3423  -3.9809  0.1409
H  -6.8203  12.5172  -5.4019  0.1269
H  -3.5282  11.8204  -5.1384  0.1569
C  -4.6826  -7.6240  -0.9502  0.0518
H  1.9353  -10.3120  -5.6949  0.1570
C  2.2202  -9.1366  -7.8172  0.0676
H  -4.5437  -6.6311  -0.5226  0.1093
H  -0.6849  2.1486  4.6117  0.1522
H  7.5001  -1.9975  5.1418  0.1514
C  -4.0755  10.8894  -5.1515  0.0524
H  -0.7796  -0.3187  6.3506  0.1644
F  -7.8349  -3.2525  7.0259  0.1523
O  0.7523  -1.7079  -0.4826  -0.0854
C  -0.5177  1.7055  5.5935  -0.2494
F  -5.1044  -0.4592  1.1760  0.1105
H  -5.2523  13.0943  -4.7862  0.1206
C  7.7538  -0.6685  9.4287  0.0377
C  10.4526  0.3287  1.9783  0.0544
H  -1.1495  5.0563  -4.9782  0.1556
H  -5.3655  6.4341  -6.8484  0.1314
H  9.3068  1.7978  -0.3750  0.1254
H  -2.4334  2.5122  6.1875  0.0884
H  8.7279  -0.8057  9.8982  0.1227
C  7.8602  -1.1915  5.7639  0.0027
F  -5.8009  -2.4192  6.6963  0.0971
C  -1.4055  2.6354  6.5284  0.0076
C  0.3621  -7.7492  -7.0413  0.0164
O  -7.8899  -0.3880  5.7391  -0.3126
H  1.5243  3.6107  4.0326  0.0898
H  -1.1079  3.2576  -6.1095  0.1052
H  -1.3237  -6.6942  -6.2340  0.1421
H  10.0580  1.2607  5.9102  0.1324
H  -2.7197  2.5378  -6.2217  0.1235
H  -2.0189  7.3229  -4.5049  0.1441
H  3.0497  3.3819  4.9472  0.0859
C  0.0402  -9.4603  -4.8265  0.0776
O  1.2916  3.0660  6.0991  -0.1635
H  -2.5034  9.6370  -6.0160  0.1489
H  -5.6359  -7.4910  -1.4616  0.1254
C  9.2447  0.6529  6.2783  0.0903
H  0.5437  -7.1851  -7.9441  0.1567
H  -4.2405  -9.8707  -2.2626  0.1605
H  -1.1539  3.6859  6.3824  0.0959
H  6.8634  0.1202  3.2707  0.1361
C  -2.0701  3.3182  -6.6181  0.0327
C  -1.9867  -8.2204  -4.1230  -0.1235
H  -6.2205  7.8259  -5.5245  0.1368
N  -3.6537  -7.8666  -1.9825  -0.0819
C  -2.6988  -9.3262  -3.6162  0.0668
C  9.6770  0.7792  -0.2590  0.0307
H  7.2184  -1.6013  9.6058  0.1118
H  -1.9072  0.0658  5.2567  0.1736
C  8.9735  0.0423  3.8301  -0.1274
H  11.0295  0.1232  4.0967  0.1423
C  2.0005  3.6705  5.0112  -0.0745
H  -4.2315  4.3047  -7.6721  0.1568
H  -7.2095  10.0552  -4.9679  0.1630
C  -6.9439  -2.8540  6.1356  -0.6548
H  7.2288  0.2020  9.8221  0.1248

2S+1: 1
Gap between HOMO and LUMO (Eh): 0.08675
Strongest force on any atom (eV Å⁻¹): 5.3
Charge: +5
HOMO level (eV): -12.80
Energy (eV): -112138.52359

---

No. 5
ORCA calculation (ωB97M-V/def2-TZVPD) on C12H31HfO14 as an isolated structure.

Last column: Löwdin charge in e.
Atoms and positions in Å:
H  -4.1808  -1.7194  -3.0914  0.0831
O  1.9224  -1.3472  -1.5502  -0.0807
H  -3.1684  -4.1295  3.1825  0.0766
H  -2.3008  -0.2391  -2.4070  0.1057
O  4.5077  -1.0476  -0.2186  -0.0732
O  -0.5087  1.7195  -0.8209  -0.0147
C  -3.3259  -0.0805  -2.0721  -0.4017
H  -0.6919  5.1016  -3.8420  0.1318
H  -3.3018  -2.3933  3.3827  0.0764
C  -0.6987  2.8796  -3.7897  -0.1565
O  0.6045  2.4351  -3.4376  -0.1017
H  2.0794  0.5002  1.8450  0.0127
O  3.5940  1.7920  -0.5959  0.0016
O  -0.6861  -3.3020  3.7943  -0.0956
H  3.8461  -2.6637  0.8794  0.1184
O  2.7623  0.4505  2.5178  -0.0588
H  1.8901  -1.1233  0.5348  0.0861
H  0.6720  1.5739  -3.8563  0.1378
H  -3.4533  0.9981  -2.1642  0.0953
O  0.0502  -0.5251  3.4485  -0.0959
H  -0.8274  2.9466  -4.8700  0.1404
C  2.2140  -1.8579  -0.2024  -0.1998
O  2.6311  1.1061  -2.0441  -0.0888
O  -0.4497  4.4722  -1.9418  -0.1392
C  -1.3822  -3.1536  2.5200  -0.2599
H  -0.2461  -1.4360  3.5125  0.0203
H  1.0320  -0.5233  5.2950  0.1200
H  -1.0812  -4.0835  2.0375  0.1092
O  0.8861  1.2098  0.5548  -0.0378
C  -1.0656  4.3048  -3.1989  -0.1517
H  1.5972  -2.7218  0.0453  0.1173
H  -1.2827  -3.5922  4.4881  0.0917
O  -1.1656  0.2101  0.7299  0.1835
C  -4.3305  -0.6411  -3.0369  -0.0782
H  1.5265  1.5016  3.7620  0.1129
H  -2.1433  4.4541  -3.1329  0.1441
H  -5.3354  -0.3896  -2.6978  0.0854
H  -4.1315  -0.2017  -4.0144  0.0741
O  -3.5779  -0.5627  -0.8096  -0.0380
O  3.6547  2.6449  -2.2446  -0.0686
H  -2.8889  -0.2259  -0.2322  0.0463
H  4.0598  -2.8394  -0.9100  0.1275
H  -0.6457  -0.1173  1.4676  0.0916
H  -1.4157  2.1204  -3.4772  0.1152
C  1.2556  -0.5868  4.2301  -0.1791
H  1.8184  -1.5013  4.0428  0.1233
H  4.0368  -0.2239  -0.0723  0.0211
H  -3.5180  -3.1074  1.8140  0.0761
C  2.1517  0.6090  3.7415  -0.2574
C  3.6634  -2.2251  -0.1016  -0.1915
C  -0.2975  1.0690  0.1672  -0.7388
Hf  1.5013  3.0029  -1.1612  2.2783
H  2.9886  0.7523  4.4251  0.1220
C  -2.9202  -3.1727  2.7231  -0.0617
C  3.7327  1.4800  -1.7433  -0.7652
H  -0.8447  5.2473  -1.5358  0.1289
H  2.1524  -0.4270  -1.6982  -0.0100
H  -0.9652  -2.4205  1.8295  0.0900

2S+1: 1
Gap between HOMO and LUMO (Eh): 0.19029
Strongest force on any atom (eV Å⁻¹): 17.2
Charge: +1
HOMO level (eV): -11.85
Energy (eV): -42901.06629

---

No. 6
ORCA calculation (ωB97M-V/def2-TZVPD) on C51H50BCl2IN6O4Ti as an isolated structure.

Last column: Löwdin charge in e.
Atoms and positions in Å:
C  2.7776  2.8693  1.7074  -0.4646
C  0.0850  1.6708  3.7932  -0.2690
B  -0.8426  0.1088  -0.2459  -0.3010
O  1.7096  -0.7531  0.2617  -0.1858
C  -1.3736  3.8203  1.7762  -0.0379
C  -0.6012  1.8999  4.9822  -0.0748
N  -2.0006  0.9417  -0.6559  0.0131
N  -1.3580  -1.2849  -0.5961  0.0630
C  -0.0936  2.7821  5.9280  -0.7018
C  2.8816  2.5928  0.2738  -0.2176
H  0.1778  0.8211  -4.7063  0.0597
H  -0.8625  -2.6229  -5.4488  0.0706
C  1.7431  3.3100  4.4602  -0.0314
C  -0.3596  -3.9587  1.0214  -0.3678
H  -0.5910  2.3473  -5.1532  0.0724
C  -2.4392  4.8250  -2.3408  -0.0900
H  1.5654  -3.5177  1.8867  0.0862
C  5.0528  -2.4774  -2.9441  -0.7083
H  -3.5709  -2.6563  -4.2724  0.0792
H  -1.4684  3.8819  2.8609  0.0818
H  -3.5183  0.6083  -3.6734  0.0802
C  -0.9499  -2.6200  6.1952  -0.0836
C  3.0649  -1.5891  -1.9825  -0.0086
C  -1.6389  -2.0256  -3.4918  -0.3581
H  5.6154  -1.4776  0.2288  0.1205
C  3.7375  -1.3535  -0.7831  -0.0978
H  -3.0280  1.7894  -4.8955  0.0790
H  -4.3084  2.0025  1.2860  0.0763
C  1.1820  -4.2323  -2.3440  -0.1004
C  -2.6871  0.9410  -4.2964  -0.0580
H  0.3953  -3.5366  -4.1873  0.0969
C  1.9453  1.5921  -1.6097  -0.1816
H  2.0151  -1.3371  -2.0392  0.1121
C  -2.1062  2.2914  -1.1302  -0.0818
H  0.8162  -3.0438  7.3616  0.0890
H  0.3686  -2.2556  2.1166  0.0595
C  0.3849  -2.4791  6.5459  -0.0797
C  0.3294  -3.4629  -3.1103  -0.0723
H  -3.5711  2.4594  2.8327  0.0794
H  -3.2153  -3.2701  -2.6510  0.0600
C  -1.8561  -3.9064  1.3254  -0.0554
I  6.0215  -3.4308  -4.5680  0.7570
C  -2.6412  4.6481  -0.9888  -0.0593
N  1.7010  2.2115  2.2282  0.0054
H  -0.0946  -5.0227  1.0047  0.1185
H  -2.7159  1.3826  1.7346  0.0405
C  -2.7810  -3.0459  -3.6240  -0.0491
C  4.0470  2.7623  -1.8216  -0.1209
H  -0.6424  3.0564  1.5284  0.0586
H  -2.0516  -1.1088  -3.0787  0.0780
C  -3.0862  0.1168  -0.9651  -0.1065
H  -3.3979  4.3191  1.3071  0.1175
C  -1.4497  -1.8644  5.1509  -0.0150
C  2.9858  1.9980  -2.3945  -0.1199
C  1.2459  2.4269  3.5019  -0.2129
H  -1.5885  -3.3089  6.7354  0.0955
C  -2.0713  3.7321  -3.0986  -0.0562
H  -2.1840  -2.9045  1.5778  0.0584
C  -1.0885  -0.2545  3.2409  -0.4732
Ti  0.8881  0.6561  1.0890  0.9607
C  3.7138  -2.1438  -3.0679  -0.1530
H  -3.3408  -2.0334  -1.0474  0.1064
C  1.1508  -1.5786  5.8147  -0.1336
H  1.9490  -4.8448  -2.8012  0.1022
H  -1.5312  1.3847  5.1857  0.1103
H  -0.1829  -1.1135  -4.8232  0.0737
H  0.2645  -3.7496  3.0696  0.0779
H  6.7915  -2.5313  -1.6870  0.0845
C  5.0916  -1.6727  -0.6982  -0.0034
O  -2.0923  -0.6577  2.6634  0.0388
H  -2.9265  5.4977  -0.3779  0.1060
H  4.8819  3.1047  -2.4198  0.0690
H  2.1979  -1.4205  6.0568  0.1061
H  -1.1964  0.5045  -2.8006  0.1025
C  -0.6052  -2.6090  -2.5367  -0.1103
C  -3.3639  2.2470  1.7806  -0.0573
C  -0.6046  -0.9954  4.4685  -0.2114
H  -2.4089  -3.9851  -4.0399  0.0802
H  1.1216  1.0212  -2.0277  0.0848
C  3.9630  3.0409  -0.4718  -0.0469
C  0.5113  -3.3270  2.0962  -0.0388
C  -1.0906  -1.7151  -4.8874  -0.0817
H  -2.4284  -4.2710  0.4672  0.0759
C  -1.8983  2.4854  -2.5147  -0.1202
H  -1.0077  4.7780  1.4004  0.0856
H  2.6437  3.8642  4.2496  0.0900
N  0.6885  -0.8725  4.8007  0.1538
C  -0.2907  1.7237  -4.3081  -0.0544
H  -2.5615  5.8007  -2.7965  0.0924
Cl  1.7131  4.5943  6.8446  0.5913
H  -2.0690  -4.5562  2.1795  0.0728
N  -0.3625  0.8145  2.7899  0.0019
H  -2.4165  0.1366  -4.9813  0.0314
C  1.0745  3.4753  5.6680  -0.6943
Cl  -0.9669  2.9966  7.4244  0.5840
C  -2.7209  3.4721  1.1397  -0.3606
C  -1.4905  1.3466  -3.4286  -0.3503
O  3.5635  3.6272  2.3025  -0.0144
H  -2.4855  -1.9349  4.8457  0.1134
C  3.0094  -0.7572  0.3630  -0.5536
H  1.4535  -5.0135  -0.3868  0.1121
H  -1.9124  3.8501  -4.1640  0.1024
H  0.4547  2.2623  -3.7226  0.0659
C  -0.0174  -3.4661  -0.3743  -0.1154
C  -0.6635  -2.4462  -1.1166  -0.0803
N  1.8331  1.8623  -0.2819  -0.0453
H  3.0113  1.7285  -3.4443  0.0830
C  5.7496  -2.2514  -1.7671  -0.1591
H  3.1805  -2.3281  -3.9907  0.0898
C  -2.7157  -1.1652  -0.9182  -0.1302
O  3.5798  -0.3167  1.3529  0.0858
C  -2.4957  3.4102  -0.3601  -0.1118
H  -1.8354  -1.1662  -5.4645  0.0529
C  0.9275  -4.2847  -0.9944  -0.0546
H  -4.0694  0.5168  -1.1631  0.1214
H  4.7280  3.5970  0.0551  0.1036

2S+1: 3
Gap between HOMO and LUMO (alpha / beta) (Eh): 0.10115 / 0.18821
Strongest force on any atom (eV Å⁻¹): 3.2
Charge: -2
HOMO level (alpha / beta) (eV): 0.40 / -1.97
Energy (eV): -127772.24659